C5H10OSi | ωB97M-V/def2-TZVPD

Output
* gap between HOMO and LUMO (alpha / beta): 7.4 / 7.0 eV
* largest force on an atom: 4.704 eV/A
* HOMO level (alpha / beta): -7.60 / -6.83 eV
* lowest unoccupied orbital energy (alpha / beta): -0.16 / 0.12 eV
* molecular weight: 114.220 g mol⁻¹

XYZ file:
```
17
Properties=species:S:1:pos:R:3:forces:R:3:nbo_charge:R:1
C 1.97013 2.08368 -1.24891 -0.28 -0.18 -1.45 -0.363
C 1.76536 0.76588 -1.31525 1.70 0.83 4.31 -0.598
C -2.12285 -0.68685 -0.21977 2.71 -2.56 -2.83 -0.494
C -1.74024 -1.73197 0.81526 -0.12 0.81 2.97 -0.480
C -1.09494 -0.33486 0.76398 0.69 -1.42 0.73 0.235
O -1.31573 0.50728 1.82701 -0.05 0.34 -0.41 -0.697
Si 1.97224 -0.35995 0.22237 -2.97 2.94 -0.79 0.823
H 1.79954 2.79838 -2.05918 -0.21 -0.47 -0.08 0.190
H 2.39050 2.57156 -0.40931 0.34 0.10 1.05 0.186
H 1.38677 0.19848 -2.05337 -1.32 -1.12 -3.21 0.200
H -1.66902 -1.03279 -1.24440 -1.03 1.02 1.80 0.218
H -3.11680 -0.41804 -0.30014 -1.78 1.16 0.13 0.222
H -2.35444 -1.92076 1.78197 0.62 0.79 -1.90 0.212
H -1.19184 -2.63669 0.63045 0.32 0.03 -0.70 0.215
H -1.44355 1.40672 1.48110 0.06 -0.36 0.13 0.477
H 2.35596 0.43743 1.37506 0.47 -0.14 0.42 -0.167
H 2.40891 -1.64750 -0.04688 0.85 -1.76 -0.15 -0.182
```
Positions in Å, forces in eV/Å.

***

C5H10OSi | ωB97M-V/def2-TZVPD

Output
* gap between HOMO and LUMO: 10.5 eV
* largest force on an atom: 6.053 eV/A
* HOMO level: -9.90 eV
* lowest unoccupied orbital energy: 0.61 eV
* molecular weight: 114.220 g mol⁻¹
* SMILES: C#C[Si](C)(C)CO

XYZ file:
```
17
Properties=species:S:1:pos:R:3:forces:R:3:nbo_charge:R:1
C -3.23156 0.37193 0.49234 -1.96 0.69 0.11 -0.326
C -2.20822 0.02863 -0.00097 5.96 -0.52 -0.91 -0.370
Si 0.02232 -0.16590 -0.06004 -2.77 -0.55 -0.02 1.604
C 0.15136 -1.35224 1.37449 1.85 3.18 1.21 -1.135
C 0.46669 -0.88211 -1.75408 1.30 1.82 0.95 -1.124
C 0.92059 1.48746 0.27533 -1.40 1.84 0.16 -0.530
O 2.32094 1.55632 0.03327 -0.45 -0.78 -1.75 -0.696
H -4.20237 0.75334 0.60155 -0.67 0.09 0.51 0.223
H -0.45568 -1.04564 2.22250 -0.79 -0.24 -0.33 0.260
H -0.01903 -2.31534 1.02024 -0.05 -1.84 -0.08 0.244
H 1.15004 -1.12123 1.85868 -0.44 -1.06 -0.91 0.243
H -0.20153 -1.62647 -2.02267 -1.37 -1.51 -0.49 0.250
H 0.23807 -0.00131 -2.35877 0.22 -0.14 -0.55 0.236
H 1.49890 -1.24171 -1.94928 -0.56 0.45 0.35 0.252
H 0.79947 1.63891 1.33205 -0.04 -0.06 0.80 0.208
H 0.43402 2.45187 -0.11970 0.29 -1.52 0.10 0.201
H 2.31603 1.46348 -0.94495 0.89 0.16 0.83 0.461
```
Positions in Å, forces in eV/Å.

***

C5H10OSi | ωB97M-V/def2-TZVPD

Output
* gap between HOMO and LUMO: 10.8 eV
* largest force on an atom: 4.306 eV/A
* HOMO level: -9.83 eV
* lowest unoccupied orbital energy: 0.98 eV
* molecular weight: 114.220 g mol⁻¹
* SMILES: C=CC(C=C)O[SiH3]

XYZ file:
```
17
Properties=species:S:1:pos:R:3:forces:R:3:nbo_charge:R:1
C 1.36366 -1.70198 0.10249 1.88 -0.59 0.23 -0.382
C 0.86266 -0.69609 0.76054 -3.09 0.73 0.57 -0.189
C 0.11196 0.40468 -0.05452 -0.80 -1.66 2.75 0.038
C 0.48514 1.61693 0.66052 -2.50 0.85 0.92 -0.193
C 1.56015 2.30841 0.57934 3.32 -0.18 -2.74 -0.378
O -1.37707 0.24673 -0.02300 2.64 -0.08 -0.17 -0.897
Si -2.28591 -1.09771 -0.30973 -1.33 -0.43 -1.30 1.189
H 1.95032 -2.42572 0.59715 0.19 -1.09 0.91 0.195
H 1.58383 -1.75289 -0.93183 -0.57 0.39 -1.17 0.196
H 0.69684 -0.71250 1.89988 0.52 0.21 -1.94 0.222
H 0.47351 0.43215 -1.04071 0.19 -0.25 -1.46 0.195
H -0.21802 1.98054 1.37222 -0.95 0.00 0.47 0.212
H 1.74723 3.24565 1.01804 0.08 0.74 0.94 0.208
H 2.33185 1.96892 -0.16002 -0.47 0.47 0.68 0.177
H -3.51460 -0.36266 -0.86746 0.67 -0.78 0.06 -0.193
H -2.79188 -1.79034 0.87743 0.28 -0.02 0.46 -0.213
H -1.84464 -2.33540 -1.23897 -0.05 1.70 0.80 -0.185
```
Positions in Å, forces in eV/Å.

***

C5H10S | ωB97M-V/def2-TZVPD

Output
* gap between HOMO and LUMO: 8.8 eV
* largest force on an atom: 5.286 eV/A
* HOMO level: -8.65 eV
* lowest unoccupied orbital energy: 0.11 eV
* molecular weight: 102.202 g mol⁻¹

XYZ file:
```
16
Properties=species:S:1:pos:R:3:forces:R:3:nbo_charge:R:1
C 1.06555 -1.82682 -0.71011 0.05 -2.69 1.34 -0.607
C 0.93057 -0.37219 -0.32393 -1.87 -1.71 4.59 -0.064
C 1.25450 -0.54233 1.27585 0.91 0.00 -2.48 -0.633
C 0.68898 0.87541 -1.08878 2.55 1.62 4.34 -0.415
C -0.49504 0.18156 -0.46271 0.14 -0.55 -2.90 -0.423
H 2.11599 -2.39752 -0.29711 -2.99 1.79 -0.84 0.216
H 1.02163 -2.16085 -1.74992 -0.36 0.48 -0.06 0.215
H 0.07167 -2.22558 -0.07996 2.87 -0.08 -2.12 0.213
H 0.95660 0.30874 1.88561 -1.14 -0.35 0.17 0.211
H 2.37256 -0.32184 1.31937 -0.95 -1.69 0.28 0.216
H 0.75569 -1.66905 1.38573 1.94 3.46 1.12 0.242
H 1.28525 1.75853 -0.37209 -2.09 -1.98 -3.08 0.231
H 0.82634 0.58358 -2.07690 0.50 1.07 -2.06 0.227
H -1.08053 -0.33876 -1.26832 0.74 0.31 0.91 0.213
H -2.61726 1.21674 -0.76959 2.02 -0.28 3.59 0.152
S -1.64846 0.95951 0.61758 -2.33 0.59 -2.79 0.006
```
Positions in Å, forces in eV/Å.

***

C5H10S | ωB97M-V/def2-TZVPD

Output
* gap between HOMO and LUMO: 9.4 eV
* largest force on an atom: 2.670 eV/A
* HOMO level: -8.31 eV
* lowest unoccupied orbital energy: 1.13 eV
* molecular weight: 102.202 g mol⁻¹
* SMILES: C/C=C/CSC

XYZ file:
```
16
Properties=species:S:1:pos:R:3:forces:R:3:nbo_charge:R:1
C 2.55873 -1.15659 -1.39481 0.74 0.89 -0.31 -0.645
C 1.46939 -0.65336 -0.49986 1.05 0.10 1.84 -0.157
C 0.19860 -0.56755 -0.80431 -2.05 1.55 -0.73 -0.202
C -1.03165 -0.07376 0.02285 1.92 -0.98 0.55 -0.571
S -1.00723 1.63846 0.45989 0.95 1.86 0.56 0.189
C -2.19838 1.60522 1.82871 0.14 -0.95 -0.48 -0.738
H 3.56015 -0.72003 -1.14125 -0.92 -0.28 -0.12 0.216
H 2.66908 -2.23446 -1.32644 -0.06 -0.18 0.00 0.224
H 2.34333 -0.87982 -2.43340 0.06 -0.25 0.08 0.215
H 1.79292 -0.35004 0.51556 -0.28 -0.46 -0.40 0.195
H -0.04797 -0.58671 -1.86718 -0.04 -0.68 0.05 0.188
H -1.17163 -0.62534 0.96727 0.08 -0.13 -0.53 0.216
H -1.88668 -0.10581 -0.57996 -1.26 -1.04 -0.86 0.215
H -2.12953 2.48380 2.45987 0.17 0.12 -0.11 0.233
H -1.91997 0.69928 2.39792 -0.51 0.52 0.05 0.211
H -3.19918 1.52669 1.39514 0.01 -0.10 0.42 0.211
```
Positions in Å, forces in eV/Å.

***

C5H10S | ωB97M-V/def2-TZVPD

Output
* gap between HOMO and LUMO: 10.0 eV
* largest force on an atom: 4.495 eV/A
* HOMO level: -9.04 eV
* lowest unoccupied orbital energy: 0.98 eV
* molecular weight: 102.202 g mol⁻¹
* SMILES: C=C[C@@H](S)CC

XYZ file:
```
16
Properties=species:S:1:pos:R:3:forces:R:3:nbo_charge:R:1
C -1.11205 -0.76077 -1.69745 -0.27 -0.24 3.02 -0.402
C -0.66982 -0.93207 -0.40110 -1.10 0.34 -4.35 -0.191
C -0.75586 0.16168 0.57825 2.73 -0.12 0.64 -0.382
S -1.88732 -0.37632 1.89657 0.05 1.01 0.70 -0.013
C 0.84185 0.33369 0.91304 -0.10 0.61 -0.49 -0.401
C 1.58886 1.11614 -0.20852 1.87 -1.34 -0.30 -0.618
H -1.67482 0.16259 -1.88725 0.34 -0.42 -0.27 0.192
H -1.19575 -1.58271 -2.39222 0.43 0.09 -0.23 0.204
H -0.08724 -1.82492 -0.13997 -0.53 0.28 0.17 0.208
H -1.14475 1.15522 0.23626 0.32 -1.09 -0.08 0.234
H -1.82660 -1.67740 1.71046 0.18 -0.61 -0.22 0.120
H 0.99023 0.92583 1.81029 -0.17 -0.30 0.45 0.209
H 1.43130 -0.62209 0.94360 -1.19 0.55 0.66 0.207
H 1.01543 1.97527 -0.52147 -0.32 -0.02 -0.79 0.205
H 1.94971 0.34397 -1.05626 -1.12 2.23 1.56 0.213
H 2.53685 1.60188 0.21576 -1.13 -0.98 -0.46 0.214
```
Positions in Å, forces in eV/Å.